# C19H23BrN2O2PtSSbSe5

A structure of composition C19H23BrN2O2PtSSbSe5 at a distorted geometry (ωB97M-V/def2-TZVPD, the OMol25 dataset).

Last column: Mulliken charge in e.
Atoms and positions in Å:
Pt (0.478, -0.923, -0.619)  1.602
C (2.998, -2.989, -0.219)  -0.617
C (2.182, -3.772, -1.252)  -0.697
N (0.778, -3.486, -1.137)  0.113
C (-0.055, -4.183, -0.194)  -0.931
C (0.135, -3.750, 1.266)  -0.614
S (0.146, -1.934, 1.544)  -0.146
C (1.811, -1.646, 2.221)  -0.802
C (2.794, -1.022, 1.246)  -0.884
N (2.608, -1.569, -0.092)  -0.635
H (4.053, -3.052, -0.503)  0.436
H (2.908, -3.445, 0.767)  0.306
H (2.413, -4.845, -1.161)  0.339
H (2.479, -3.448, -2.253)  0.121
H (0.349, -3.578, -2.052)  0.168
H (0.058, -5.280, -0.243)  0.385
H (-1.088, -3.958, -0.474)  0.308
H (1.039, -4.169, 1.707)  0.313
H (-0.708, -4.141, 1.838)  0.566
H (2.142, -2.594, 2.648)  0.576
H (1.673, -0.948, 3.046)  0.492
H (3.814, -1.168, 1.630)  0.366
H (2.587, 0.042, 1.188)  0.366
H (3.083, -1.004, -0.791)  0.499
Se (1.597, -2.869, -4.923)  -0.665
Sb (0.348, -0.888, -4.437)  0.741
Se (1.232, 0.432, -2.495)  -0.584
Se (-0.569, 0.500, -6.120)  -0.619
Se (-1.818, -2.002, -3.296)  -0.503
Br (-2.349, 0.925, 2.067)  -0.126
C (-1.427, 2.450, 2.744)  0.391
C (-2.117, 3.203, 3.687)  -0.757
C (-1.539, 4.343, 4.216)  -0.442
C (-0.280, 4.740, 3.782)  -0.612
C (0.380, 3.989, 2.827)  -0.514
C (-0.167, 2.818, 2.295)  0.725
C (0.688, 2.068, 1.268)  -0.147
O (1.334, 2.757, 0.472)  -0.729
O (0.672, 0.812, 1.358)  -0.243
H (-3.103, 2.889, 3.999)  0.402
H (-2.078, 4.925, 4.953)  0.356
H (0.180, 5.636, 4.179)  0.369
H (1.348, 4.288, 2.449)  0.415
Se (-1.861, -0.837, -1.267)  -0.068
C (-2.283, 0.953, -1.879)  0.487
C (-1.588, 2.023, -1.344)  -0.005
C (-1.918, 3.306, -1.755)  -0.744
C (-2.932, 3.502, -2.682)  -0.459
C (-3.620, 2.417, -3.206)  -0.608
C (-3.296, 1.129, -2.804)  -0.455
H (-0.784, 1.864, -0.641)  0.221
H (-1.353, 4.142, -1.364)  0.478
H (-3.175, 4.505, -3.012)  0.358
H (-4.398, 2.566, -3.944)  0.357
H (-3.802, 0.276, -3.238)  0.349

Cartesian forces, eV/Å:
Pt 0.2 -0.7 0.0
C 0.1 -0.1 -0.1
C 0.1 0.3 0.2
N -0.4 -0.8 -0.7
C 0.1 0.1 0.2
C 0.0 0.0 0.0
S -0.4 -0.1 -0.4
C -0.1 0.1 0.4
C 0.3 0.0 0.2
N -0.6 0.5 -0.7
H 0.0 0.0 0.1
H 0.0 0.0 0.0
H 0.1 0.0 0.1
H 0.0 -0.1 0.0
H 0.1 0.3 -0.1
H 0.0 0.0 0.1
H 0.0 0.0 0.0
H 0.0 0.0 0.0
H 0.0 0.0 0.1
H 0.1 0.0 -0.1
H -0.1 0.0 0.0
H 0.0 -0.1 -0.1
H 0.0 0.0 0.0
H 0.1 0.0 0.1
Se 0.1 -0.2 0.0
Sb -0.2 -0.1 0.2
Se -0.1 -0.1 0.1
Se 0.0 0.2 -0.2
Se 0.0 0.0 0.2
Br 0.0 0.0 0.0
C -0.1 -0.1 0.0
C 0.0 0.0 0.0
C 0.0 0.0 0.0
C 0.0 0.0 0.0
C 0.0 -0.1 0.0
C 0.1 0.2 0.0
C 0.0 -0.1 0.0
O 0.0 0.1 0.0
O -0.1 0.3 0.6
H 0.0 0.0 0.0
H 0.0 0.0 0.0
H 0.0 0.0 0.0
H 0.0 0.0 0.0
Se 0.5 0.4 0.0
C 0.0 -0.2 0.1
C 0.0 0.1 0.0
C 0.0 0.0 0.0
C 0.0 0.0 0.0
C 0.0 0.0 0.0
C -0.1 0.1 -0.1
H 0.0 0.0 -0.1
H 0.0 0.0 0.0
H 0.0 0.0 0.0
H 0.0 0.0 0.0
H 0.0 0.0 0.0

Summary:
multiplicity	1
charge	-1
HOMO	-4.67	eV